[1]
# C10H19Cl4FOSi

A cluster of 2 separate species, C10H19Cl4FOSi in total (ωB97M-V with the def2-TZVPD basis set, the Open Molecules 2025 dataset).

For the LUMO energy, the calculation gives 0.6 eV. The total energy comes out at -73414.430 eV. The frontier orbital gap is 10.4 eV. The HOMO energy comes out at -9.783 eV. Its SMILES is C[C@H](Cl)[C@@H](Cl)[Si@@](F)(Cl)C[C@@H](C)Cl.C1CCOC1.

Positions of all 36 atoms, in Å:
C (1.1353, 2.4346, -0.7956)
H (-5.6222, -1.7921, -0.0368)
F (3.3997, 3.3192, -2.2487)
C (-3.7987, -1.3524, 1.0321)
C (3.6878, -0.6837, 0.4549)
H (-1.2365, 1.2009, 1.1786)
H (-1.2862, 1.5675, -0.5282)
H (-4.7564, -3.9277, -0.8645)
C (-4.9126, -2.3035, 0.6172)
H (1.3419, 0.5755, 0.1678)
H (-3.3325, -1.6722, 1.9702)
C (-3.0920, -2.5087, -0.8760)
Cl (1.0951, 2.1519, 1.9214)
H (-3.6595, -4.0607, 0.5139)
H (3.6252, -0.3718, 1.4925)
O (-2.8170, -1.4057, -0.0072)
Cl (3.7053, 0.2421, -2.1046)
H (-3.4706, -2.1189, -1.8268)
C (-0.7380, 1.0173, 0.2316)
C (4.1238, 1.8454, 0.1378)
H (-4.1381, -0.3227, 1.1484)
H (5.3675, 0.2137, -0.4695)
H (3.7417, 1.7555, 1.1525)
H (-2.1649, -3.0497, -1.0691)
H (5.0851, 2.3550, 0.1735)
C (4.3014, 0.4165, -0.4236)
H (-0.8185, -0.0413, 0.0130)
Cl (0.0797, 3.9040, -0.7645)
H (4.3117, -1.5738, 0.3873)
H (2.7124, -0.9843, 0.0778)
C (0.7335, 1.4658, 0.3084)
Cl (3.1346, 4.7901, 0.2523)
C (-4.1401, -3.3585, -0.1707)
H (-5.4614, -2.7044, 1.4676)
H (0.9091, 1.9799, -1.7584)
Si (2.9545, 2.9970, -0.7549)

Forces on the atoms, in the same order (eV/Å):
-0.018 0.519 0.210
0.001 0.006 0.009
0.011 -0.010 -0.081
0.063 -0.037 0.052
0.124 -0.154 -0.577
-0.060 -0.043 0.045
0.020 0.058 -0.085
-0.013 0.014 -0.011
-0.040 0.034 -0.077
0.283 0.109 0.286
-0.040 0.005 0.021
-0.048 0.058 -0.044
0.193 -0.050 0.103
0.004 -0.001 -0.009
-0.051 0.007 0.101
-0.066 -0.095 -0.017
-0.081 -0.047 -0.205
-0.006 -0.041 -0.013
0.138 0.198 0.135
-0.370 -0.488 -0.648
0.037 0.021 -0.025
0.032 0.060 -0.271
0.086 0.241 0.146
0.027 0.035 0.012
0.051 0.076 0.042
0.356 0.048 0.915
0.019 -0.097 -0.019
0.057 -0.095 -0.079
0.001 -0.056 0.091
-0.143 0.116 0.198
-0.649 -0.240 -0.608
0.005 -0.257 -0.117
0.039 -0.034 0.077
0.012 -0.014 0.010
0.165 -0.205 -0.036
-0.137 0.360 0.468

Charge distribution, Löwdin scheme, values in e: -0.7577, 0.1142, -0.1525, -0.2028, -0.1273, 0.0627, 0.0605, 0.1113, -0.1695, 0.0634, 0.1189, -0.2013, 0.6334, 0.1135, 0.0787, -0.1655, 0.6361, 0.1183, -0.1246, -0.2881, 0.1178, 0.0874, 0.0440, 0.1167, 0.0816, -0.7449, 0.0622, 0.5713, 0.0769, 0.0541, -0.7855, 0.3587, -0.1701, 0.1117, 0.0758, 0.0208

=====

[2]
# C10H19Cl4N2O

A cluster of 2 separate species, C10H19Cl4N2O in total (ωB97M-V with the def2-TZVPD basis set, the Open Molecules 2025 dataset).

Its energy relative to the best compared isomer or geometry (same formula, charge and spin) is 0.0 kcal/mol. For the LUMO energy, the calculation gives -2.6 eV. The total energy comes out at -65788.461 eV. As for the net charge: +1. The frontier orbital gap is 10.0 eV. The HOMO energy comes out at -12.660 eV.

Positions of all 36 atoms, in Å:
H (-1.6158, -2.1253, -1.0295)
H (-0.9931, -2.5073, -2.5524)
H (-0.9875, 0.0678, -1.2035)
C (-0.6335, -0.5651, -2.0174)
H (1.1877, -0.8869, -3.0152)
O (-0.6483, -0.9422, 0.9364)
H (0.8263, -3.3936, -1.6526)
C (1.3971, -1.3820, -0.9751)
Cl (-1.5803, 2.4492, 6.7786)
C (-1.3467, -0.2033, -3.2915)
C (0.6100, -0.3553, 1.3349)
C (-1.4097, 1.0365, -3.7464)
H (1.2280, 0.5966, -1.9760)
H (-1.2068, 1.8954, -3.1161)
N (-0.8346, -2.0230, -1.6711)
C (0.8854, -0.4271, -2.0661)
H (-0.4865, 1.3579, 1.9010)
C (0.4881, 1.1626, 1.4472)
H (-1.2366, -0.9206, 1.6992)
Cl (-1.3147, 3.8192, 4.2548)
H (2.3600, -1.7268, -1.3675)
H (-1.6979, 1.2253, -4.7720)
H (0.8252, -0.7123, 2.3489)
H (2.4314, -0.0137, 0.2596)
H (1.4680, 2.3781, 0.1250)
H (0.1489, -2.9292, -0.0600)
H (-1.8130, -1.0037, -3.8638)
C (0.4490, -2.5783, -1.0412)
H (1.2253, 1.5036, 2.1801)
H (-0.1262, 2.5665, 0.1017)
Cl (0.6944, 1.9269, 5.0904)
H (2.3314, -1.6095, 0.9498)
N (0.5978, 1.8611, 0.1578)
C (1.7488, -0.8528, 0.4211)
C (-1.0322, 2.3063, 5.1170)
Cl (-1.9394, 1.0053, 4.3139)

Forces on the atoms, in the same order (eV/Å):
-0.093 -0.131 -0.088
-0.412 -0.177 0.161
-0.120 -0.403 0.198
-0.165 1.085 0.170
0.231 0.443 -0.083
0.018 -0.125 -0.130
-0.154 0.053 -0.099
1.130 -0.156 -0.324
-0.002 0.000 -0.010
0.044 -0.212 0.067
0.105 -0.090 0.404
-0.227 0.083 -0.059
-0.092 0.001 -0.039
0.504 -0.047 -0.137
0.581 0.161 -0.156
-0.421 -1.120 -0.111
0.053 0.097 -0.052
-0.032 -0.131 -0.055
0.034 0.079 -0.026
0.009 -0.007 -0.025
-0.027 -0.093 0.186
-0.422 0.090 0.161
-0.022 -0.010 -0.055
0.021 -0.068 0.062
0.032 -0.037 -0.100
0.246 -0.203 -0.026
0.458 -0.086 -0.257
-0.530 0.490 0.442
0.059 0.045 -0.140
-0.002 0.004 -0.070
-0.009 -0.043 0.011
-0.138 -0.108 -0.097
-0.138 0.087 0.248
-0.496 0.538 -0.035
0.011 0.064 0.033
-0.034 -0.072 0.028

Charge distribution, Löwdin scheme, values in e: 0.1742, 0.1662, 0.1375, -0.2801, 0.1342, -0.0558, 0.1365, -0.2739, 0.5607, -0.1254, -0.3314, 0.0484, 0.1173, 0.0768, 0.1125, -0.0837, 0.0749, -0.2310, 0.0972, 0.5351, 0.1439, 0.0727, 0.1420, 0.1236, 0.0825, 0.1268, 0.1078, -0.0427, 0.0981, 0.0787, 0.5367, 0.1251, 0.0338, -0.0828, -2.0527, 0.5162

=====

[3]
# C10H19ClS2

A cluster of 2 separate species, C10H19ClS2 in total (ωB97M-V with the def2-TZVPD basis set, the Open Molecules 2025 dataset).

For the LUMO energy (alpha / beta), the calculation gives -0.1 / -0.1 eV. The total energy comes out at -44866.770 eV. The frontier orbital gap (alpha / beta) is 7.5 / 7.5 eV. The HOMO energy (alpha / beta) comes out at -7.653 / -7.653 eV.

Positions of all 32 atoms, in Å:
C (4.0200, 1.9101, -0.4956)
H (-1.0424, -2.2982, -0.0435)
H (-2.7655, 0.0842, 0.4400)
S (-4.0823, 2.4223, -0.3363)
H (-3.5743, -2.6807, -0.3111)
C (-4.9576, -1.1130, -0.6468)
H (-0.2426, 0.3982, -0.6193)
C (3.0212, 1.0989, 0.3694)
H (2.2255, 1.7146, 0.7282)
H (-3.9301, -1.7374, 1.0056)
C (-1.1946, -1.2741, 0.3240)
C (-3.7251, -1.5850, -0.0079)
C (1.3468, -0.9963, 0.1582)
H (-4.7303, 3.3757, 0.3487)
C (-2.4950, -0.6906, -0.2175)
H (1.4722, -1.3149, 1.2615)
Cl (-6.3958, -1.8835, 0.1470)
H (4.3851, 2.9598, -0.0642)
H (1.3065, -1.8583, -0.5144)
H (4.9511, 1.2943, -0.6056)
C (2.5222, -0.1156, -0.3813)
S (-6.5263, 1.1743, 0.8624)
H (-1.4711, -1.4559, 1.4368)
H (-2.3955, -0.5890, -1.3046)
H (3.4992, 0.6669, 1.2305)
H (2.3221, 0.1985, -1.4497)
H (3.4746, -0.7111, -0.2835)
H (0.0584, 0.4131, 1.1341)
H (3.7250, 2.1551, -1.4954)
C (-0.0386, -0.2869, 0.2173)
C (-5.2209, 1.1656, 0.0272)
H (-5.0181, -0.7206, -1.6210)

Forces on the atoms, in the same order (eV/Å):
2.049 1.048 1.684
0.473 0.424 -0.373
0.128 2.081 -0.234
-0.182 -0.650 -0.124
0.159 1.215 -0.185
-1.252 1.604 2.743
0.356 -0.280 -0.107
-0.146 0.676 -0.453
-0.658 0.638 0.181
-0.233 0.192 1.880
-1.472 -0.401 2.712
1.028 -2.105 -1.552
-0.062 1.008 0.989
-0.046 0.177 -0.001
-0.309 -2.557 -0.581
0.443 0.057 -1.817
1.451 1.174 -1.580
-0.927 -2.334 -0.447
-0.091 -0.117 0.366
-0.628 0.551 0.048
0.651 -0.765 -0.454
-1.445 0.622 1.012
0.827 0.141 -1.414
-0.067 1.124 0.247
0.484 0.386 0.676
0.169 -0.734 0.960
-1.082 -0.201 -1.101
-0.673 -1.054 -1.323
-0.746 -0.128 -0.557
1.033 0.761 0.878
1.213 -2.136 -0.861
-0.445 -0.418 -1.210

Charge distribution, Löwdin scheme, values in e: -0.1210, 0.1123, 0.0609, 0.6993, 0.1443, -0.5010, 0.1076, -0.2970, 0.0852, 0.0756, -0.2313, -0.3406, -0.2046, -0.1294, -0.2396, 0.1371, 0.5602, 0.1066, 0.0974, 0.0742, -0.2426, 0.6115, 0.1423, 0.1311, 0.0970, 0.1244, 0.1184, 0.1357, 0.0430, -0.2301, -1.1761, 0.0493